{"formula": "C55H139N9O19", "method": "wB97M-V/def2-TZVPD", "gap_ev": 9.113, "e_tot_ev": -111580.5050, "homo_energy_ev": -8.5, "elements": ["C", "O", "C", "C", "N", "C", "C", "O", "C", "H", "H", "H", "H", "H", "H", "H", "H", "H", "H", "H", "H", "H", "H", "H", "C", "O", "C", "C", "N", "C", "C", "O", "C", "H", "H", "H", "H", "H", "H", "H", "H", "H", "H", "H", "H", "H", "H", "H", "C", "O", "C", "C", "N", "C", "C", "O", "C", "H", "H", "H", "H", "H", "H", "H", "H", "H", "H", "H", "H", "H", "H", "H", "C", "O", "C", "C", "N", "C", "C", "O", "C", "H", "H", "H", "H", "H", "H", "H", "H", "H", "H", "H", "H", "H", "H", "H", "C", "O", "C", "C", "N", "C", "C", "O", "C", "H", "H", "H", "H", "H", "H", "H", "H", "H", "H", "H", "H", "H", "H", "H", "C", "O", "C", "C", "N", "C", "C", "O", "C", "H", "H", "H", "H", "H", "H", "H", "H", "H", "H", "H", "H", "H", "H", "H", "C", "O", "C", "C", "N", "C", "C", "O", "C", "H", "H", "H", "H", "H", "H", "H", "H", "H", "H", "H", "H", "H", "H", "H", "C", "O", "C", "C", "N", "C", "C", "O", "C", "H", "H", "H", "H", "H", "H", "H", "H", "H", "H", "H", "H", "H", "H", "H", "C", "O", "C", "C", "N", "C", "C", "O", "C", "H", "H", "H", "H", "H", "H", "H", "H", "H", "H", "H", "H", "H", "H", "H", "C", "O", "H", "H", "H", "H"], "coordinates": [[11.81301, 2.73049, -0.99716], [10.89435, 3.04229, -1.94089], [9.47266, 3.09817, -1.67703], [8.68979, 3.12027, -3.02346], [9.29554, 2.59122, -4.27522], [9.43005, 1.15008, -4.13071], [8.17606, 0.34964, -4.05228], [7.71799, 0.08474, -2.68065], [6.97159, -1.07444, -2.48954], [11.82808, 1.65223, -0.83830], [11.56790, 3.14805, -0.02060], [12.80906, 3.12305, -1.20180], [9.24042, 4.03495, -1.17046], [9.10978, 2.24991, -1.09661], [8.33253, 4.14852, -3.07964], [7.76439, 2.59237, -2.79314], [10.17695, 3.08359, -4.24719], [10.03285, 0.81956, -3.28485], [10.03497, 0.88877, -4.99897], [8.21986, -0.63590, -4.51585], [7.31510, 0.86857, -4.47366], [7.57890, -1.94488, -2.73774], [6.05063, -0.99006, -3.06643], [6.80476, -1.20184, -1.41996], [-9.98361, 8.85138, -5.18304], [-9.35841, 7.94062, -6.16326], [-9.46479, 8.37745, -7.52644], [-8.46834, 7.47154, -8.27380], [-9.05729, 6.12883, -8.40837], [-7.99583, 5.07554, -8.59830], [-7.35154, 4.61916, -7.40037], [-8.34158, 4.49762, -6.39442], [-7.90357, 3.78844, -5.35279], [-9.93644, 8.40676, -4.18896], [-11.05737, 8.82248, -5.36827], [-9.45947, 9.80704, -5.19279], [-9.12682, 9.41246, -7.57773], [-10.46791, 8.42184, -7.95055], [-7.58224, 7.46119, -7.63911], [-8.25145, 7.94585, -9.23093], [-9.32199, 5.88552, -7.46453], [-7.31139, 5.27284, -9.42335], [-8.66717, 4.28771, -8.93994], [-6.52017, 5.29239, -7.19136], [-6.96487, 3.61704, -7.58564], [-8.55923, 4.04809, -4.52164], [-6.93679, 4.01816, -4.90484], [-7.82885, 2.70212, -5.40200], [4.39643, -4.34621, 2.41969], [3.45833, -3.34658, 2.13941], [2.92961, -2.72587, 3.34467], [1.62678, -2.04000, 3.03805], [1.71199, -0.97300, 1.94113], [0.37465, -0.60443, 1.48956], [0.29388, 0.55004, 0.47521], [0.63158, 0.14331, -0.88566], [1.39321, 1.11443, -1.71955], [4.15255, -5.15737, 3.10572], [5.31108, -3.87134, 2.77467], [4.43722, -4.83675, 1.44717], [3.65754, -2.00032, 3.70774], [2.84006, -3.41242, 4.18653], [1.27412, -1.62737, 3.98328], [0.95018, -2.85878, 2.79331], [2.20757, -1.38133, 1.16154], [-0.04484, -0.22770, 2.42240], [-0.34718, -1.34374, 1.14243], [0.93542, 1.36226, 0.81701], [-0.71871, 0.94684, 0.54825], [1.74988, 0.92545, -2.73206], [2.38262, 1.24954, -1.28263], [0.83333, 2.04863, -1.76311], [3.68629, -16.46916, 8.18439], [4.32035, -15.97799, 6.96838], [3.46329, -14.93024, 6.47450], [4.06924, -14.37838, 5.18141], [3.95417, -15.28128, 3.98402], [2.70734, -15.28188, 3.26265], [2.48375, -14.18466, 2.18346], [1.23641, -14.36382, 1.54022], [0.15363, -14.24778, 2.40542], [3.75713, -15.80596, 9.04651], [4.20657, -17.36344, 8.52744], [2.63096, -16.68452, 8.01703], [3.33421, -14.10136, 7.17049], [2.51011, -15.33578, 6.13527], [5.12999, -14.19967, 5.35738], [3.80612, -13.33911, 4.98446], [4.04558, -16.23997, 4.28842], [1.82971, -15.36989, 3.90306], [2.77027, -16.15804, 2.61729], [3.21609, -14.19970, 1.37629], [2.47447, -13.18763, 2.62385], [0.14446, -13.21670, 2.75883], [0.13990, -14.90440, 3.27534], [-0.82198, -14.43999, 1.95893], [-6.62495, -10.23593, -7.90513], [-6.00844, -10.27147, -6.62702], [-4.64812, -10.55167, -6.70026], [-3.97452, -10.34007, -5.29114], [-3.82474, -8.90715, -4.84469], [-5.11689, -8.19583, -4.82671], [-5.15314, -7.13336, -3.69808], [-6.35065, -6.34337, -3.57170], [-6.46091, -5.58214, -2.33313], [-6.09735, -9.61999, -8.63339], [-7.66213, -9.90728, -7.83917], [-6.61774, -11.22837, -8.35578], [-4.18132, -9.95994, -7.48768], [-4.60742, -11.59190, -7.02331], [-3.01518, -10.85681, -5.31868], [-4.71191, -10.73620, -4.59298], [-3.15885, -8.33561, -5.34473], [-5.96562, -8.85603, -4.64805], [-5.33666, -7.78466, -5.81198], [-4.30215, -6.45227, -3.70565], [-5.16196, -7.65877, -2.74311], [-5.83034, -4.69377, -2.29766], [-6.46508, -6.12538, -1.38815], [-7.47812, -5.19474, -2.39079], [7.72825, -8.11434, -5.00058], [8.55118, -7.04060, -5.57406], [9.42066, -7.41056, -6.70523], [10.52234, -6.37782, -7.06128], [11.54045, -6.36538, -5.99008], [12.59446, -5.38642, -6.35951], [13.74010, -5.54597, -5.37429], [13.36267, -4.99532, -4.10819], [13.97572, -3.75852, -3.70096], [8.33631, -8.96546, -4.69404], [7.06705, -8.43474, -5.80573], [7.26771, -7.76898, -4.07498], [8.82016, -7.41197, -7.61491], [9.81091, -8.40309, -6.48008], [10.12686, -5.36298, -7.01909], [10.85267, -6.34560, -8.09952], [11.07863, -6.19110, -5.10891], [12.19795, -4.38405, -6.19793], [12.96535, -5.62440, -7.35646], [14.65459, -5.09017, -5.75381], [13.99428, -6.59403, -5.21594], [13.77677, -3.65166, -2.63461], [13.45576, -2.96018, -4.23045], [15.04578, -3.61794, -3.85360], [-6.73719, 8.86526, 11.92018], [-7.17334, 8.30833, 10.68604], [-6.45587, 7.16444, 10.25548], [-7.38633, 6.15697, 9.53986], [-6.68138, 5.19497, 8.65175], [-5.72823, 4.29938, 9.22376], [-4.78242, 3.73475, 8.19302], [-3.63055, 3.00190, 8.73072], [-2.39881, 3.56276, 9.07292], [-7.30163, 9.77100, 12.14190], [-5.72299, 9.26392, 11.89614], [-6.69020, 8.16265, 12.75219], [-5.86099, 6.68149, 11.03071], [-5.71138, 7.62513, 9.60619], [-8.02255, 6.82099, 8.95470], [-8.01760, 5.67311, 10.28515], [-6.40956, 5.85827, 7.94024], [-6.17810, 3.51625, 9.83405], [-5.09050, 4.93015, 9.84306], [-4.49700, 4.59898, 7.59323], [-5.19574, 3.01694, 7.48448], [-2.40723, 4.08658, 10.02877], [-2.06424, 4.14941, 8.21734], [-1.64969, 2.79212, 9.25466], [-6.78525, 5.95183, 3.27609], [-8.00344, 5.32026, 3.63858], [-8.53759, 4.41655, 2.74860], [-9.93260, 3.80207, 3.19005], [-9.76430, 2.45069, 3.79239], [-11.12769, 1.79604, 3.90666], [-10.97756, 0.36734, 4.41119], [-12.34195, -0.15059, 4.55808], [-12.34649, -1.04763, 5.56078], [-6.04886, 5.16917, 3.45852], [-6.55592, 6.74237, 3.99062], [-6.69892, 6.21194, 2.22110], [-7.87201, 3.58097, 2.53199], [-8.64565, 4.95740, 1.80845], [-10.52819, 3.76279, 2.27800], [-10.34209, 4.53496, 3.88524], [-9.47285, 2.59420, 4.74872], [-11.69222, 1.87312, 2.97743], [-11.57192, 2.34498, 4.73697], [-10.29610, 0.16705, 5.23801], [-10.53240, -0.18554, 3.58400], [-11.80413, -0.82116, 6.47874], [-12.14188, -1.98886, 5.05057], [-13.35532, -0.92915, 5.95616], [3.79133, 20.88640, -1.92247], [4.80322, 19.93607, -1.85078], [4.36131, 18.60650, -1.76119], [5.50728, 17.62938, -1.57703], [5.09206, 16.21705, -1.28820], [5.16187, 15.37789, -2.51634], [4.86829, 13.87904, -2.23860], [3.48041, 13.74744, -2.10458], [2.85999, 12.41670, -2.06269], [4.27669, 21.82968, -1.67198], [3.00457, 20.74514, -1.18141], [3.23641, 20.74615, -2.85009], [3.83867, 18.32822, -2.67634], [3.66334, 18.41441, -0.94630], [6.14920, 17.96015, -0.76056], [6.15056, 17.60243, -2.45655], [5.74554, 15.81297, -0.63262], [6.13255, 15.39985, -3.01170], [4.50456, 15.74025, -3.30675], [5.35817, 13.44558, -1.36668], [5.23482, 13.35888, -3.12358], [3.54428, 11.66606, -1.66724], [2.70988, 12.10818, -3.09728], [1.98284, 12.36375, -1.41778], [-0.69946, -5.91832, 9.95237], [-0.31992, -7.18522, 10.38230], [-0.46172, -5.98927, 8.89098], [-1.76443, -5.77237, 10.13301], [-0.16989, -5.05807, 10.36182], [-0.10140, -7.09476, 11.31272]], "forces_ev_per_angstrom": [[0.149, -0.596, 2.212], [-1.710, 0.991, -2.346], [1.144, -0.488, -0.574], [-0.842, 0.434, 0.518], [-1.457, 1.017, 2.454], [1.712, -0.164, -0.472], [-2.404, -0.702, 0.913], [1.617, 1.357, 0.081], [0.481, -0.070, -0.065], [0.433, -0.321, -0.002], [-0.198, 0.241, 0.327], [-0.096, -0.136, -0.602], [0.045, -0.060, 0.350], [0.424, -0.161, 0.283], [0.339, 0.187, -0.964], [-0.007, -0.325, -0.260], [0.631, -0.604, -0.589], [0.210, 0.232, 0.422], [-0.256, -0.603, -0.192], [0.515, 0.055, -0.342], [0.149, 0.217, -0.645], [-0.198, -0.346, -0.581], [-0.271, -0.553, 0.105], [-0.414, 0.388, -0.029], [0.254, -1.830, -1.069], [-1.038, 0.887, 0.958], [1.334, 0.162, 0.624], [-1.338, 0.434, 0.424], [1.948, 0.390, -0.023], [-3.316, 0.300, -2.861], [0.856, -0.693, 0.892], [0.454, 1.111, -1.979], [0.312, -0.986, 4.004], [0.669, -0.174, -0.103], [-0.076, 0.908, -0.344], [-0.460, 0.185, -0.110], [0.326, 0.272, -0.039], [-0.309, -0.699, 0.186], [0.344, 0.145, -0.112], [0.111, -0.348, -0.213], [-0.823, 0.220, 0.253], [0.041, 0.322, 0.117], [0.420, -0.586, -0.289], [0.098, 0.044, 1.011], [0.464, -0.085, -0.042], [-0.341, -0.422, 0.127], [0.623, 0.802, -0.589], [-0.554, -0.358, -0.823], [0.261, -0.096, -1.093], [-1.598, 0.314, 1.890], [1.132, 0.680, -0.900], [0.127, 0.301, -0.992], [-0.191, -1.721, 0.682], [-0.186, 1.277, 0.349], [0.947, 0.086, -0.264], [0.597, 0.283, -0.860], [-0.076, 0.259, 2.043], [-0.736, 0.296, 0.495], [0.434, -0.285, -0.259], [1.034, -0.095, 0.037], [0.287, 0.322, -0.149], [-0.384, -0.520, -0.255], [-0.129, 0.462, -0.141], [-0.463, 0.093, -0.388], [0.300, -0.237, -0.058], [-0.621, 0.374, -0.103], [0.426, -0.872, -0.087], [0.364, 0.030, -0.139], [-0.270, -0.089, -0.485], [-1.274, -1.450, -0.237], [-0.111, 0.462, 0.778], [0.138, 0.125, 0.135], [0.785, -0.372, -0.357], [-1.674, 0.541, 1.354], [0.846, 0.089, -1.721], [1.045, -0.505, -0.403], [0.216, 1.117, 0.914], [0.010, 0.081, -1.547], [-0.254, 0.222, 0.813], [-0.091, -1.089, -0.512], [-0.820, 0.748, 0.683], [0.061, 0.665, -0.271], [-0.021, -0.167, -0.457], [-0.024, -0.128, -0.121], [-0.060, -0.211, 0.401], [-0.453, -0.204, 0.667], [0.327, -0.536, 0.099], [-0.981, -0.213, -0.346], [0.587, 0.045, 0.341], [-0.041, 0.066, 0.056], [-0.360, -0.440, 0.277], [0.190, -0.203, 0.308], [0.228, 0.319, 0.213], [-0.258, 0.239, 0.387], [0.394, -0.103, 0.008], [0.347, 0.041, -0.785], [0.123, -0.522, -0.016], [-1.264, 0.991, -0.314], [0.552, -0.283, 0.647], [-0.929, 1.669, -1.304], [-0.929, -0.966, 0.221], [-0.485, 0.818, 0.284], [-0.323, 0.098, 1.208], [0.052, 0.240, 0.206], [-1.143, -0.036, -1.471], [0.192, 0.472, 0.195], [0.174, 0.066, 0.335], [-0.100, -0.376, 0.032], [0.294, 0.322, -0.027], [0.706, -0.435, 0.108], [-0.082, 0.061, 0.436], [0.470, -0.504, 0.208], [0.165, -0.440, -0.289], [0.327, -0.323, 0.112], [-0.064, 0.450, -0.030], [0.330, -0.057, -0.245], [0.804, -0.502, 0.021], [0.531, -0.270, -0.052], [0.661, -0.578, -0.194], [-0.061, 0.108, -0.070], [1.582, 0.635, -1.265], [0.691, -0.089, 0.135], [-0.903, 0.517, -0.153], [-1.006, 0.751, 2.860], [1.012, -0.633, -2.305], [-0.295, -1.225, 2.052], [0.272, 0.501, 0.294], [0.982, 0.058, 0.338], [-1.158, -0.212, -0.303], [0.313, -0.133, -0.188], [-0.542, -0.105, 0.443], [-0.280, 0.409, -0.509], [-0.476, -0.574, -0.021], [0.340, 0.026, -0.276], [-1.117, 0.239, -0.073], [0.589, -1.233, 0.160], [0.147, 0.381, 0.028], [0.164, 0.473, -0.751], [-0.322, 0.293, -0.125], [0.081, 0.394, 0.000], [-0.296, -0.133, -0.028], [-0.037, -0.051, -0.064], [0.101, 0.364, 0.030], [0.154, -0.646, -0.274], [0.629, 0.418, -0.283], [-0.623, -0.125, 1.298], [0.650, 0.311, -0.228], [0.716, 0.311, 0.508], [-2.764, 1.402, -0.263], [1.219, 0.716, 0.641], [1.497, -0.423, -0.345], [-1.709, -0.696, 0.005], [-0.082, 0.540, -0.241], [-0.592, -0.457, 0.029], [0.514, -0.133, -0.600], [-0.652, -0.227, 0.018], [-0.280, 0.055, 0.550], [0.314, -0.653, -0.759], [-0.229, -0.448, -0.359], [0.035, -0.191, -0.025], [1.089, -0.900, -0.543], [-0.260, 0.114, -0.052], [0.495, -0.465, 0.768], [0.630, 0.090, -0.195], [-0.424, 0.025, 0.279], [-0.236, 0.677, -0.116], [0.370, 0.537, 0.292], [-0.319, -0.488, -0.384], [0.213, -1.864, 0.572], [-0.410, 1.280, 1.566], [-0.884, -0.785, -1.116], [2.239, 0.425, 0.057], [-1.324, 0.159, -1.192], [1.936, 0.785, 1.951], [-1.127, -0.334, -2.786], [2.716, 3.311, -0.778], [-2.167, -1.358, 1.220], [0.705, 0.086, -0.213], [-0.399, 0.215, -0.367], [-0.368, 0.447, -0.020], [0.294, -0.255, 0.163], [-0.385, -0.066, -0.475], [-0.165, -0.273, 0.218], [-0.460, 0.024, 0.053], [0.299, -0.001, 0.106], [0.100, -0.131, 0.183], [-1.089, 0.109, -0.320], [-0.514, 0.549, 0.526], [0.219, -0.296, -0.147], [1.018, -0.024, -0.349], [0.069, -0.814, 1.177], [-0.502, -1.181, -0.019], [-0.528, -0.358, 0.465], [0.948, -0.810, 0.642], [-0.356, -0.861, -0.280], [0.769, -0.827, 0.305], [-0.134, 0.512, -1.359], [0.071, -0.682, 0.995], [-0.552, 0.637, -0.688], [-1.853, -0.868, 0.570], [1.984, 0.663, -0.430], [-0.346, 0.222, -0.818], [0.041, -0.241, 0.606], [0.250, 0.844, -0.557], [-0.299, 0.012, -0.301], [-0.170, 0.409, 0.298], [-0.121, 0.168, 0.142], [0.084, 0.338, -0.251], [0.009, 0.109, 0.132], [0.619, 0.170, 0.232], [-0.499, -0.027, 0.357], [0.394, 0.278, 0.224], [0.041, -0.383, -0.192], [0.357, 0.064, 0.272], [-0.630, -0.001, 0.017], [-0.079, 0.632, -0.384], [-0.418, 0.260, -1.300], [0.720, -0.538, 1.333], [-0.495, 0.716, -0.196], [-0.159, 0.211, -0.260], [0.332, -0.198, 0.276], [0.020, -0.453, 0.147]]}